[1]
{"formula": "C2H2NO3", "method": "wB97M-V/def2-TZVPD", "symbols": ["C", "C", "N", "O", "O", "O", "H", "H"], "xyz": [[0.02076, -2.24449, 1.07468], [-0.12060, 1.51339, -0.57236], [1.20181, 1.27187, -0.68604], [0.73955, -1.79667, 1.84364], [-0.73148, -2.83871, 0.38528], [0.22231, 0.36525, -1.31714], [-0.68875, 1.32520, 0.32225], [-0.64360, 2.40417, -1.05030]], "orbital_gap_ev": 4.1, "spin_multiplicity": 1, "homo_energy_ha": -0.028, "charge": -1}

[2]
{"formula": "C2H2NO3", "method": "wB97M-V/def2-TZVPD", "symbols": ["C", "C", "N", "O", "O", "O", "H", "H"], "xyz": [[-0.45787, -2.39642, -1.55330], [0.12032, -1.31020, -0.42793], [0.85137, -1.66041, 0.70793], [-1.55253, -2.80827, -1.36143], [0.40864, -2.56065, -2.35581], [1.29686, -0.66023, -0.27614], [-1.29160, -0.01145, 1.12067], [0.54528, -1.29296, 1.56010]], "orbital_gap_ev": [6.3, 9.2], "spin_multiplicity": 1, "homo_energy_ha": [-0.116, -0.182], "charge": -1}

[3]
{"formula": "C2H2O", "method": "wB97M-V/def2-TZVPD", "symbols": ["C", "C", "O", "H", "H"], "xyz": [[-0.57450, -0.43283, -0.03412], [0.37762, 0.48756, -0.09863], [-1.64901, 0.26332, -0.00201], [-0.51940, -1.50890, -0.12970], [0.63981, 1.48772, 0.14097]], "orbital_gap_ev": [8.1, 7.9], "spin_multiplicity": 1, "homo_energy_ha": [-0.339, -0.339]}

[4]
{"formula": "C2H2O", "method": "wB97M-V/def2-TZVPD", "symbols": ["C", "C", "O", "H", "H"], "xyz": [[1.55233, -0.80829, -0.97977], [-1.41311, 0.45979, 0.55244], [2.17034, -0.72871, -1.91831], [-0.33961, 0.21798, 0.95397], [-1.96994, 0.85924, 1.39167]], "orbital_gap_ev": [8.9, 8.9], "spin_multiplicity": 1, "homo_energy_ha": [-0.360, -0.360]}

[5]
{"formula": "C2H2O2", "method": "wB97M-V/def2-TZVPD", "symbols": ["C", "C", "O", "O", "H", "H"], "xyz": [[0.58205, 0.39975, 0.44970], [0.14035, 0.08825, -0.77079], [1.30508, 0.88356, -1.32943], [1.65907, 1.12762, 0.01190], [0.35753, 0.21074, 1.47779], [-0.60489, -0.37840, -1.36784]], "orbital_gap_ev": 10.8, "smiles": "c1coo1", "spin_multiplicity": 1, "homo_energy_ha": -0.357}

[6]
{"formula": "C2H2O2P", "method": "wB97M-V/def2-TZVPD", "symbols": ["C", "C", "O", "O", "P", "H", "H"], "xyz": [[-0.55736, 0.02112, 0.11708], [1.75043, 0.27838, -0.38359], [1.69467, 0.07220, -1.54788], [2.45235, 0.49552, 0.57611], [-1.57009, -0.95719, 0.98623], [-0.79632, 0.66909, -0.68358], [-2.97369, -0.57912, 0.93563]], "orbital_gap_ev": [4.8, 6.8], "spin_multiplicity": 3, "homo_energy_ha": [-0.030, -0.141], "s2": 2.012, "charge": -1}

[7]
{"formula": "C2H2O2PRu", "method": "wB97M-V/def2-TZVPD", "symbols": ["P", "O", "C", "H", "H", "C", "O", "Ru"], "xyz": [[-0.12010, -1.76582, -0.47066], [0.08469, -0.92279, -1.72728], [-0.74589, 1.39730, 1.38566], [-1.17742, 0.98127, 2.30382], [-0.73678, 2.48686, 1.31180], [0.01787, 0.68410, 0.54154], [-0.14631, -0.74257, 0.76522], [0.87350, 1.02584, -1.40601]], "orbital_gap_ev": [4.2, 6.3], "spin_multiplicity": 7, "homo_energy_ha": [-0.378, -0.540], "s2": 12.015, "charge": 1}

[8]
{"formula": "C2H2O2S", "method": "wB97M-V/def2-TZVPD", "symbols": ["O", "C", "C", "O", "S", "H", "H"], "xyz": [[-1.59932, -1.24675, -0.36006], [-1.01306, -0.31363, 0.15810], [0.43972, -0.09823, -0.08898], [0.58032, 1.20779, -0.25267], [1.52486, -1.26582, -0.07609], [-1.52488, 0.32808, 0.89547], [1.59236, 1.38856, -0.27578]], "orbital_gap_ev": 8.9, "smiles": "O=CC(O)=S", "spin_multiplicity": 1, "homo_energy_ha": -0.352}

[9]
{"formula": "C2H2O2S", "method": "wB97M-V/def2-TZVPD", "symbols": ["C", "C", "O", "O", "S", "H", "H"], "xyz": [[0.30832, 0.10252, -0.91186], [0.45248, -0.49450, 0.37431], [-0.72260, 0.65730, -1.21593], [-1.77714, 0.76861, 1.00924], [-0.71837, -0.08747, 1.51799], [1.20238, 0.00704, -1.51682], [1.25493, -0.95352, 0.74306]], "orbital_gap_ev": 8.3, "spin_multiplicity": 1, "homo_energy_ha": -0.356}

[10]
{"formula": "C2H2O2S", "method": "wB97M-V/def2-TZVPD", "symbols": ["O", "C", "S", "C", "O", "H", "H"], "xyz": [[1.87163, -0.13635, -1.09233], [3.00758, -0.38384, -0.84471], [4.47025, -0.62811, -0.58183], [0.31377, 0.40524, 0.70751], [-0.21897, 1.37061, 0.24889], [1.04824, 0.23747, 1.44849], [-0.17291, -0.48540, 0.32576]], "orbital_gap_ev": 10.3, "smiles": "O=C=S.C=O", "spin_multiplicity": 1, "homo_energy_ha": -0.358}

[11]
{"formula": "C2H2O2S2", "method": "wB97M-V/def2-TZVPD", "symbols": ["O", "C", "O", "C", "S", "S", "H", "H"], "xyz": [[-0.05963, 1.49093, -0.60071], [0.32837, 0.48307, 0.06101], [1.35739, 0.24199, 0.99949], [-0.35385, -0.83301, -0.16174], [0.67019, -2.20934, 0.01031], [-1.82403, -0.85135, -0.92300], [2.11621, 1.12231, 0.82783], [-2.23464, 0.55541, -0.21320]], "orbital_gap_ev": 7.4, "smiles": "O=C(O)C(=S)S", "spin_multiplicity": 1, "homo_energy_ha": -0.328}

[12]
{"formula": "C2H2O2S2", "method": "wB97M-V/def2-TZVPD", "symbols": ["O", "C", "O", "C", "S", "S", "H", "H"], "xyz": [[1.21151, -1.15378, 0.07789], [0.70251, -0.04572, -0.02263], [1.47613, 1.04290, -0.07992], [-0.82529, 0.10816, 0.03174], [-1.60984, 1.54041, 0.01860], [-1.60974, -1.39848, -0.04239], [0.97506, 1.86433, -0.00628], [-0.32034, -1.95782, 0.02299]], "orbital_gap_ev": 8.1, "smiles": "O=C(O)C(=S)S", "spin_multiplicity": 1, "homo_energy_ha": -0.351}

[13]
{"formula": "C2H2O2S2", "method": "wB97M-V/def2-TZVPD", "symbols": ["C", "C", "O", "O", "S", "S", "H", "H"], "xyz": [[-0.41232, 0.31604, -1.37916], [-0.81368, 0.56330, -0.04138], [-0.14302, 0.00766, -3.78087], [0.06778, -0.01420, 0.89248], [-2.14868, 1.37910, 0.39759], [-1.04850, 0.67140, -2.86399], [0.43575, -0.36748, -1.63302], [-0.06791, 0.30448, 1.80458]], "orbital_gap_ev": [7.5, 7.5], "spin_multiplicity": 1, "homo_energy_ha": [-0.348, -0.348]}

[14]
{"formula": "C2H2O3", "method": "wB97M-V/def2-TZVPD", "symbols": ["C", "C", "O", "O", "O", "H", "H"], "xyz": [[-1.16167, -0.06908, 0.11898], [0.12941, 0.23298, -0.41992], [-2.02940, -0.82604, 0.25603], [-0.74001, 1.20384, 0.13846], [1.63865, -0.05610, 0.49840], [0.41389, 0.38637, -1.38480], [1.74913, -0.87197, 0.79285]], "orbital_gap_ev": 11.4, "spin_multiplicity": 1, "homo_energy_ha": -0.407}

[15]
{"formula": "C2H2O3S", "method": "wB97M-V/def2-TZVPD", "symbols": ["C", "C", "O", "O", "O", "S", "H", "H"], "xyz": [[-0.01275, -0.79339, 0.42245], [-0.19039, -0.24133, -0.91810], [1.39423, -1.77874, -2.22141], [-0.08105, -2.06008, 0.70141], [-0.43292, -2.75204, -0.49661], [-0.02270, -1.78763, -1.89730], [-0.03415, -0.27798, 1.31217], [0.03911, 0.83616, -0.96767]], "orbital_gap_ev": 10.3, "spin_multiplicity": 1, "homo_energy_ha": -0.358}

[16]
{"formula": "C2H2O3S", "method": "wB97M-V/def2-TZVPD", "symbols": ["C", "C", "O", "O", "O", "S", "H", "H"], "xyz": [[0.74105, 0.11643, 1.27413], [-1.33617, 0.02625, -1.01863], [1.45709, 1.04693, 1.46353], [-1.30451, 0.56886, -2.04807], [1.76586, -0.37556, -1.14940], [0.77993, -0.91522, -0.22783], [0.02178, -0.29567, 1.99975], [-2.12504, -0.17203, -0.29348]], "orbital_gap_ev": [8.0, 8.0], "spin_multiplicity": 1, "homo_energy_ha": [-0.327, -0.327]}

[17]
{"formula": "C2H2O4", "method": "wB97M-V/def2-TZVPD", "symbols": ["C", "C", "O", "O", "O", "O", "H", "H"], "xyz": [[1.47553, 0.35270, -0.07360], [-1.42945, 0.48933, 0.13308], [2.24056, 1.26421, -0.06342], [-1.83564, 1.57530, -0.03603], [1.61441, -0.92755, 0.06695], [-1.84019, -0.69115, 0.02978], [2.49783, -1.41295, 0.24913], [-2.72305, -0.64990, -0.30590]], "orbital_gap_ev": [8.4, 7.8], "spin_multiplicity": 1, "homo_energy_ha": [-0.324, -0.310]}

[18]
{"formula": "C2H2OS", "method": "wB97M-V/def2-TZVPD", "symbols": ["C", "C", "O", "S", "H", "H"], "xyz": [[1.12601, -2.28071, -1.34254], [-0.21811, 1.04914, 0.66088], [0.04625, -2.03003, -1.53169], [-1.44465, 1.27056, 1.64838], [-0.18420, 0.36148, -0.32197], [0.67469, 1.62957, 0.88694]], "orbital_gap_ev": 8.5, "spin_multiplicity": 1, "homo_energy_ha": -0.327}

[19]
{"formula": "C2H2OS2", "method": "wB97M-V/def2-TZVPD", "symbols": ["C", "O", "C", "S", "S", "H", "H"], "xyz": [[0.95483, -0.08588, -0.05194], [0.21991, -0.26781, 1.17999], [-0.65335, -0.07018, 0.16780], [-2.01525, -0.91500, -0.53175], [-1.83177, 1.15166, -0.26282], [1.29255, 0.94855, -0.12274], [2.03308, -0.76134, -0.37853]], "orbital_gap_ev": 8.4, "smiles": "C1OC12SS2", "spin_multiplicity": 1, "homo_energy_ha": -0.322}

[20]
{"formula": "C2H2OS2", "method": "wB97M-V/def2-TZVPD", "symbols": ["O", "C", "C", "S", "S", "H", "H"], "xyz": [[0.03890, -1.31011, -1.86275], [0.09619, -0.11399, -1.55075], [0.16461, 0.19355, -0.04804], [0.51059, 1.67904, 0.66299], [-0.60869, -1.00773, 1.02295], [0.18756, 0.95881, -2.19767], [-0.49407, -1.69611, -0.28258]], "orbital_gap_ev": 7.3, "smiles": "O=CC(=S)S", "spin_multiplicity": 1, "homo_energy_ha": -0.338}

The calculation returns the following DFT total energy values, one per record and in order: -9736.2048, -9733.5180, -4148.9370, -4148.6976, -6196.3115, -15486.6048, -18057.4919, -17035.3957, -17034.0691, -17035.4671, -27869.1071, -27871.4302, -27869.8426, -8245.0325, -19078.8510, -19080.6165, -10292.6130, -14987.4055, -25820.5048, -25822.0385 eV.